A structure of composition C5H5FMgO4Rb. Source: the OMol25 dataset; level of theory: ωB97M-V/def2-TZVPD.

Each line ends with the Mulliken spin population.
Element x y z (Å)
H1 -0.99 -0.11 1.49  0.07
O1 -1.14 0.26 -0.53  0.00
O2 -3.16 -0.56 -0.45  0.04
O3 -2.74 1.28 -1.72  0.03
C1 -1.11 -0.69 0.56  -0.09
C2 -2.39 -1.36 0.38  0.83
C3 -2.42 0.39 -1.01  0.02
H2 -2.94 -1.98 1.08  0.02
C4 2.13 1.34 0.95  0.00
C5 2.13 0.11 0.38  0.00
O4 1.87 0.09 -0.95  0.00
Rb1 4.19 -2.17 -2.85  0.00
Mg1 0.42 1.36 -1.32  0.00
F1 1.19 2.22 0.37  0.00
H3 2.40 1.65 1.95  0.00
H4 0.08 -1.15 0.63  0.07
H5 2.50 -0.69 1.04  0.00

## Properties
HOMO level (spin up / spin down): -14.75 / -15.46 eV
spin multiplicity: 2
charge: +2
lowest unoccupied orbital energy (spin up / spin down): -8.267 / -8.272 eV
<S²>: 0.754
E_tot: -22256.53148 eV
ΔE to the lowest compared entry with this formula, charge and spin: 16.6 kcal/mol
F_max: 4.4 eV/A
HOMO-LUMO gap (spin up / spin down): 6.485 / 7.192 eV